(1)
{"formula": "C19H16IrN3O2S2", "method": "ωB97M-V/def2-TZVPD", "max_force_ev_per_a": 1.34, "e_tot_ev": -53022.36867, "charge": 2, "homo_energy_ha": -0.529, "gap_ev": 6.2, "e_lumo_ev": -8.16, "symbols": ["Ir", "O", "C", "C", "C", "C", "N", "C", "C", "C", "C", "C", "C", "O", "C", "C", "N", "H", "H", "H", "H", "H", "H", "H", "H", "H", "H", "H", "H", "S", "C", "N", "C", "C", "C", "C", "C", "C", "S", "H", "H", "H", "H"], "positions_angstrom": [[-1.5570, -0.6928, -1.4482], [4.8326, -1.6069, 0.4362], [4.5010, -2.0119, -0.8671], [3.0217, -1.8554, -1.0420], [2.4419, -1.8830, -2.3115], [1.0843, -1.7154, -2.4382], [0.2956, -1.5476, -1.3623], [0.8425, -1.5556, -0.1198], [2.1936, -1.6928, 0.0722], [-0.1685, -1.4068, 0.9394], [0.0428, -1.5998, 2.2805], [-1.0270, -1.4661, 3.1690], [-0.8130, -1.6629, 4.6402], [0.5669, -1.5734, 4.8909], [-2.2863, -1.1670, 2.6562], [-2.4439, -0.9825, 1.3010], [-1.4019, -1.0914, 0.4630], [5.7771, -1.7191, 0.5837], [4.7441, -3.0685, -1.0430], [5.0164, -1.4268, -1.6355], [3.0428, -2.0224, -3.2005], [0.5916, -1.7302, -3.4023], [2.6329, -1.6578, 1.0590], [1.0209, -1.8517, 2.6646], [-1.2123, -2.6505, 4.9073], [-1.3936, -0.9158, 5.1893], [0.7333, -1.6447, 5.8357], [-3.1467, -1.0686, 3.3045], [-3.4009, -0.7483, 0.8549], [-3.6667, -0.6265, -2.4631], [-3.2317, 1.0546, -2.4434], [-2.0323, 1.1738, -1.9327], [-1.6137, 2.5053, -1.7869], [-0.4062, 2.9762, -1.2990], [-0.2154, 4.3455, -1.2790], [-1.2044, 5.2202, -1.7382], [-2.4080, 4.7490, -2.2270], [-2.6058, 3.3735, -2.2443], [-4.0221, 2.4930, -2.8094], [0.3543, 2.2882, -0.9524], [0.7160, 4.7487, -0.9062], [-1.0239, 6.2857, -1.7128], [-3.1709, 5.4282, -2.5828]], "forces_ev_per_angstrom": [[-0.370, -0.533, -1.168], [-0.007, -0.009, -0.033], [-0.007, -0.033, 0.050], [-0.054, -0.005, -0.072], [0.052, -0.091, 0.051], [-0.042, -0.088, 0.038], [0.392, 0.312, 0.217], [-0.039, -0.102, -0.036], [0.061, -0.025, 0.004], [-0.053, -0.030, 0.031], [-0.023, 0.036, 0.086], [-0.022, 0.000, -0.004], [0.041, -0.052, -0.045], [-0.044, 0.018, -0.023], [0.016, -0.067, 0.004], [-0.011, -0.035, 0.097], [0.215, 0.193, 0.497], [0.028, -0.013, 0.018], [0.000, 0.003, -0.029], [0.000, 0.040, 0.009], [0.012, 0.004, 0.017], [-0.007, 0.105, 0.003], [-0.012, -0.006, -0.013], [0.001, 0.028, -0.018], [-0.034, 0.007, 0.004], [0.024, 0.046, 0.006], [0.022, -0.033, 0.056], [0.001, 0.003, -0.007], [0.028, 0.059, -0.013], [0.256, -0.258, 0.284], [-0.461, 0.447, -0.151], [-0.019, 0.079, 0.149], [-0.039, -0.307, 0.057], [0.046, -0.013, 0.033], [-0.004, -0.025, -0.002], [0.026, 0.009, 0.014], [-0.071, -0.014, -0.032], [-0.057, 0.097, -0.022], [0.135, 0.222, -0.058], [0.015, 0.033, 0.003], [-0.004, -0.004, 0.002], [-0.008, -0.002, 0.000], [0.016, 0.002, -0.004]]}


(2)
{"formula": "C3H6N2", "method": "ωB97M-V/def2-TZVPD", "max_force_ev_per_a": 5.26, "e_tot_ev": -6184.66522, "charge": 0, "homo_energy_ha": -0.276, "gap_ev": 8.0, "e_lumo_ev": 0.47, "symbols": ["C", "C", "C", "N", "N", "H", "H", "H", "H", "H", "H"], "positions_angstrom": [[-1.4543, -0.6041, 0.2084], [1.5155, 0.0002, -0.2416], [2.7281, -0.0117, 0.1492], [-2.3047, 0.4927, -0.0488], [0.3291, 0.1238, -0.4239], [-1.7724, -1.5129, -0.4706], [3.0637, 0.8369, 0.6428], [3.4734, -0.3946, -0.5426], [-2.3956, 0.7529, -1.0542], [-1.9804, 1.1744, 0.6063], [-1.2024, -0.8575, 1.1750]], "forces_ev_per_angstrom": [[-0.932, 0.179, -5.176], [-4.988, -0.303, 0.350], [3.658, -0.835, -1.100], [1.505, -2.124, 0.374], [-1.487, -0.677, -0.520], [1.462, 1.829, 1.293], [0.495, 1.280, 1.414], [-0.030, -0.420, 0.230], [0.347, -0.137, 1.498], [-0.409, 1.323, -0.366], [0.380, -0.116, 2.003]]}


(3)
{"formula": "C22H32BrN9O2", "method": "ωB97M-V/def2-TZVPD", "max_force_ev_per_a": 10.36, "e_tot_ev": -110869.60766, "smiles": "O=C1C[C@H](Br)CO1.CC#N.CC#N.CC#N.CC#N.CC#N.CC#N.CC#N.CC#N.CC#N", "charge": 0, "homo_energy_ha": -0.352, "gap_ev": 9.6, "e_lumo_ev": -0.01, "symbols": ["O", "C", "C", "C", "Br", "C", "O", "H", "H", "H", "H", "H", "C", "C", "N", "H", "H", "H", "C", "C", "N", "H", "H", "H", "C", "C", "N", "H", "H", "H", "C", "C", "N", "H", "H", "H", "C", "C", "N", "H", "H", "H", "C", "C", "N", "H", "H", "H", "C", "C", "N", "H", "H", "H", "C", "C", "N", "H", "H", "H", "C", "C", "N", "H", "H", "H"], "positions_angstrom": [[2.2362, -0.1833, -4.8532], [2.6725, 0.6463, -3.9011], [2.3245, 2.2171, -3.5607], [2.3156, 2.1499, -1.8894], [3.3182, 3.6814, -1.0654], [2.8327, 0.6302, -1.5593], [3.6255, 0.3180, -2.7898], [1.2473, 2.5878, -3.8821], [3.1422, 3.0022, -3.8852], [1.2293, 2.3140, -1.4881], [3.5947, 0.4337, -0.6936], [1.8413, 0.0073, -1.6260], [7.0476, -0.8899, -1.1548], [6.2328, -0.3421, 0.0056], [5.5569, 0.1125, 0.9682], [6.4977, -0.7594, -2.0909], [8.0007, -0.3585, -1.2248], [7.2439, -1.9548, -1.0026], [-0.2262, -1.7959, 0.9638], [-0.0603, -0.6351, -0.0034], [0.0772, 0.3279, -0.8056], [-0.1079, -1.4441, 1.9923], [-1.2205, -2.2366, 0.8503], [0.5278, -2.5613, 0.7604], [-2.8686, -3.6507, -1.9262], [-2.4653, -4.1425, -0.5456], [-2.1307, -4.5506, 0.5996], [-2.2921, -4.1764, -2.6923], [-3.9334, -3.8365, -2.0917], [-2.6771, -2.5774, -2.0103], [-3.4416, -0.0375, 1.3454], [-4.1925, -0.9084, 0.3514], [-4.8155, -1.6310, -0.4731], [-4.1324, 0.6610, 1.8254], [-2.9772, -0.6630, 2.1127], [-2.6624, 0.5303, 0.8293], [-1.6652, 4.5543, -3.8784], [-0.3701, 4.8752, -3.1504], [0.7043, 5.1416, -2.5464], [-2.5035, 4.5798, -3.1768], [-1.8403, 5.2888, -4.6693], [-1.6048, 3.5579, -4.3249], [-4.3049, 0.6832, -4.1195], [-3.7978, 1.7499, -5.0762], [-3.3769, 2.6349, -5.8699], [-3.5827, -0.1354, -4.0570], [-4.4444, 1.1118, -3.1233], [-5.2609, 0.2883, -4.4743], [-2.6313, -1.9252, 5.4234], [-2.1242, -0.8585, 4.4666], [-1.7034, 0.0264, 3.6730], [-1.9091, -2.7438, 5.4858], [-2.7708, -1.4966, 6.4196], [-3.5874, -2.3201, 5.0686], [1.6453, -3.4555, 3.8152], [0.6341, -3.7120, 4.9206], [-0.2047, -3.9248, 5.8378], [2.0358, -2.4373, 3.8961], [2.4751, -4.1628, 3.8975], [1.1689, -3.5775, 2.8385], [1.1355, 2.8338, 4.0740], [1.5389, 2.3420, 5.4546], [1.8735, 1.9340, 6.5998], [1.7120, 2.3081, 3.3079], [0.0708, 2.6480, 3.9085], [1.3271, 3.9071, 3.9899]], "forces_ev_per_angstrom": [[3.211, 5.483, 6.514], [-0.824, -2.349, -2.755], [-0.821, -0.089, 1.381], [-1.256, -0.439, -0.403], [-0.208, -1.216, -0.468], [0.066, 0.968, -1.497], [-2.893, -0.403, -2.001], [2.460, -1.008, 0.334], [-1.583, -2.011, 0.370], [2.265, -0.402, -0.872], [-1.928, 0.602, -1.426], [2.496, 0.940, 0.623], [-0.651, 0.451, 0.921], [-4.429, 2.981, 6.302], [5.343, -3.669, -7.690], [-0.050, 0.054, 0.222], [-0.203, -0.019, 0.119], [-0.096, 0.196, 0.087], [0.196, 1.048, -0.773], [0.761, 6.255, -5.074], [-1.826, -7.762, 6.614], [-0.044, 0.164, -0.197], [0.199, 0.093, -0.046], [-0.124, 0.167, -0.155], [0.372, -0.492, 1.008], [2.095, -2.690, 7.435], [-2.616, 3.288, -9.100], [0.004, -0.010, 0.240], [0.185, 0.059, 0.209], [-0.045, -0.199, 0.169], [-0.784, -0.882, -1.004], [-4.109, -4.628, -5.453], [4.964, 5.743, 6.491], [0.044, -0.179, -0.111], [-0.258, 0.130, -0.417], [-0.116, -0.145, 0.000], [1.160, 0.241, 0.627], [6.977, 1.801, 3.981], [-8.610, -2.093, -4.849], [0.212, 0.021, -0.041], [0.115, -0.128, 0.145], [0.058, 0.235, 0.080], [0.406, 0.864, -0.785], [2.755, 5.804, -5.256], [-3.388, -7.091, 6.367], [-0.052, 0.209, -0.085], [0.052, 0.004, -0.204], [0.176, 0.147, -0.017], [0.277, 0.910, -0.813], [2.797, 5.682, -4.881], [-3.061, -6.977, 6.506], [-0.080, 0.268, -0.068], [0.088, 0.072, -0.221], [0.130, 0.178, -0.070], [-0.807, -0.201, 0.914], [-5.491, -1.417, 6.025], [6.857, 1.617, -7.369], [-0.118, -0.141, 0.112], [-0.203, 0.079, 0.083], [-0.030, -0.070, 0.263], [0.310, -0.386, 1.124], [2.198, -2.705, 7.562], [-2.691, 3.249, -9.179], [-0.034, 0.049, 0.201], [0.170, -0.057, 0.138], [0.030, -0.197, 0.114]]}


(4)
{"formula": "C6H10NO", "method": "ωB97M-V/def2-TZVPD", "max_force_ev_per_a": 3.78, "e_tot_ev": -9911.59072, "smiles": "C=[NH+]C(=C)CCC=O", "charge": 1, "homo_energy_ha": -0.485, "gap_ev": 7.9, "e_lumo_ev": -5.35, "symbols": ["O", "C", "C", "C", "C", "C", "C", "N", "H", "H", "H", "H", "H", "H", "H", "H", "H", "H"], "positions_angstrom": [[-0.9652, -0.1812, -3.1029], [-0.3098, -0.9261, -2.4384], [0.4781, -0.2692, -1.2810], [-0.3259, 0.5771, -0.3255], [0.0593, 0.7387, 1.1072], [0.3280, 1.8896, 1.7232], [0.8065, -1.2531, 2.2856], [-0.1716, -0.5171, 1.9418], [-0.0841, -1.9418, -2.6489], [1.3389, 0.2757, -1.7376], [1.1032, -1.0087, -0.8014], [-1.4832, 0.2872, -0.3941], [-0.5564, 1.5672, -0.6813], [0.4614, 2.8444, 1.2156], [0.5857, 2.2654, 2.7775], [0.7449, -2.1030, 3.0743], [1.8118, -1.0170, 2.0595], [-1.2174, -0.6415, 1.9410]], "forces_ev_per_angstrom": [[-0.902, -0.535, -0.540], [1.101, 2.914, 1.057], [1.567, -0.638, -0.336], [-3.513, 0.033, -0.275], [-0.070, 0.022, 0.839], [1.101, 1.338, 1.455], [-1.289, -1.796, 3.063], [-0.092, 1.728, -1.974], [-0.126, -1.410, -0.451], [-0.965, 0.292, -0.092], [-0.300, -0.768, 0.786], [2.157, -0.269, 0.495], [0.808, 0.627, -0.440], [-0.352, -0.602, -1.087], [-0.717, -2.048, -1.020], [-0.605, 1.148, -1.844], [0.769, 0.784, -0.648], [1.430, -0.819, 1.013]]}


(5)
{"formula": "C5H34NO12", "method": "ωB97M-V/def2-TZVPD", "max_force_ev_per_a": 2.35, "e_tot_ev": -31791.11447, "charge": 1, "homo_energy_ha": -0.457, "gap_ev": 9.5, "e_lumo_ev": -2.95, "symbols": ["C", "C", "C", "C", "N", "C", "H", "H", "H", "H", "H", "H", "H", "H", "H", "H", "H", "H", "O", "H", "H", "O", "H", "H", "O", "H", "H", "O", "H", "H", "O", "H", "H", "O", "H", "H", "O", "H", "H", "O", "H", "H", "O", "H", "H", "O", "H", "H", "O", "H", "H", "O"], "positions_angstrom": [[-2.0756, -1.3842, 2.3341], [-0.5821, -1.1412, 2.1692], [-0.2111, -0.0860, 1.1954], [0.9852, 0.1171, 0.6605], [1.1013, 1.1678, -0.3136], [1.9285, 1.0397, -1.2684], [-2.6483, -0.4556, 2.2939], [-2.3608, -1.9073, 3.2434], [-2.4453, -2.0074, 1.5196], [-0.1383, -2.0734, 1.8040], [-0.1068, -0.9366, 3.1222], [-1.0101, 0.5258, 0.7897], [1.9038, -0.3857, 0.8932], [0.4941, 1.9824, -0.2267], [2.6399, 0.2324, -1.2423], [2.0426, 1.7548, -2.0698], [-2.8950, -1.2768, -4.5519], [-1.8416, -0.1292, -4.4104], [-2.7747, -0.3238, -4.5261], [1.7189, -3.5525, -0.9845], [0.4839, -2.6447, -1.1245], [1.4652, -2.6422, -1.1751], [3.0947, -1.8928, -0.4075], [4.5091, -1.8059, -0.8169], [3.9733, -1.6832, -0.0337], [0.6810, -0.7780, -3.4631], [1.5906, -1.3499, -2.4277], [1.6004, -0.7161, -3.1782], [-1.2341, 2.3806, -1.6942], [-1.8207, 2.0392, -3.1216], [-1.0307, 2.0224, -2.5761], [-1.6779, 2.5293, 0.8938], [-2.3690, 3.3646, -0.1484], [-1.5749, 2.8215, -0.0487], [2.5122, 1.0081, 3.6291], [2.1299, -0.4659, 3.1348], [1.7945, 0.3924, 3.4801], [3.5822, -1.7944, 1.6505], [3.4146, -2.4277, 3.1045], [3.1318, -1.7230, 2.5180], [1.0541, 4.5417, 1.3393], [-0.0269, 4.2884, 0.2569], [0.7662, 3.9253, 0.6598], [-2.4282, 0.6565, -1.3296], [-3.4206, -0.0691, -2.4758], [-2.8532, -0.1107, -1.7045], [-1.9389, -1.7144, -1.1830], [-1.8249, -3.2084, -1.4376], [-1.2838, -2.4314, -1.2587], [-1.2275, 2.1717, 2.9932], [-2.7654, 1.9920, 3.0558], [-2.0315, 2.1637, 2.4577]], "forces_ev_per_angstrom": [[-0.496, 0.114, -0.467], [0.162, -0.817, 0.164], [-0.022, 0.010, -0.717], [-0.869, 0.651, 0.315], [0.348, -0.838, -0.109], [0.706, 0.587, -0.360], [0.053, 0.028, 0.086], [0.324, 0.043, 0.177], [-0.033, 0.057, -0.128], [0.141, 0.006, 0.201], [0.056, 0.177, 0.193], [-0.096, 0.035, 0.171], [0.093, -0.129, -0.006], [0.013, 0.028, -0.100], [-0.069, -0.170, 0.113], [-0.330, 0.229, 0.148], [0.311, -0.044, -0.101], [0.090, -0.313, 0.011], [-0.502, 0.340, -0.016], [0.090, 0.000, -0.151], [-0.009, 0.255, 0.066], [-0.110, -0.250, 0.332], [-0.092, -0.083, 0.406], [0.802, -0.002, -0.018], [-0.873, 0.026, -0.712], [0.065, 0.220, -0.257], [0.289, -0.001, -0.612], [-0.402, -0.259, 0.676], [-0.243, -0.029, -0.439], [-0.112, 0.204, 0.116], [0.551, -0.125, -0.030], [0.074, 0.054, -0.342], [0.071, 0.036, -0.251], [-0.724, 0.130, 0.439], [0.363, -0.334, -0.038], [0.505, 0.826, 0.367], [-0.767, -0.092, 0.078], [0.142, -0.218, 0.625], [0.172, -0.100, -0.166], [-0.136, -0.021, -0.313], [0.029, 0.071, -0.080], [-0.088, 0.095, 0.103], [0.293, -0.173, 0.061], [-0.368, 0.670, -0.791], [0.342, 1.004, -0.260], [0.066, -1.916, 1.367], [0.162, 0.394, -0.230], [0.153, -0.098, 0.023], [-0.257, -0.277, 0.067], [-0.077, -0.056, 0.081], [-0.020, 0.025, -0.010], [0.232, 0.029, 0.315]]}


(6)
{"formula": "C12H10AgClN4O9", "method": "ωB97M-V/def2-TZVPD", "max_force_ev_per_a": 1.05, "e_tot_ev": -53512.94336, "charge": -2, "homo_energy_ha": -0.101, "gap_ev": 6.7, "e_lumo_ev": 3.97, "symbols": ["Ag", "O", "C", "O", "C", "C", "C", "N", "C", "C", "C", "O", "O", "H", "H", "H", "C", "N", "C", "C", "C", "N", "C", "O", "N", "H", "H", "H", "H", "H", "H", "H", "O", "Cl", "O", "O", "O"], "positions_angstrom": [[0.0956, -0.5234, -0.0275], [6.5827, 2.8706, -0.0020], [6.4439, 1.6354, 0.0976], [7.3105, 0.7372, 0.1608], [4.9733, 1.1330, 0.1897], [4.7091, -0.2046, 0.4601], [3.3986, -0.6335, 0.5640], [2.3513, 0.1733, 0.3821], [2.5943, 1.4577, 0.0863], [3.8819, 1.9730, 0.0123], [1.3905, 2.3475, -0.2109], [1.4490, 3.5499, 0.0538], [0.3949, 1.7401, -0.7408], [5.5421, -0.8837, 0.5808], [3.1603, -1.6652, 0.8008], [4.0282, 3.0259, -0.1824], [-4.9330, -1.9646, 1.4386], [-4.2654, -0.8410, 0.8148], [-4.8968, -0.0143, -0.0462], [-4.2479, 1.0001, -0.6505], [-2.8421, 1.1494, -0.3740], [-2.2124, 0.2925, 0.4225], [-2.8671, -0.6968, 1.0737], [-2.3549, -1.4918, 1.8419], [-2.1456, 2.1562, -0.8911], [-6.0114, -1.8598, 1.3241], [-4.6740, -1.9976, 2.4944], [-4.6034, -2.9045, 0.9924], [-5.9479, -0.2121, -0.2151], [-4.7607, 1.6668, -1.3280], [-2.5563, 2.6905, -1.6353], [-1.0829, 2.1261, -0.8013], [-0.1577, -2.0304, -2.0138], [0.4287, -3.1697, -1.3394], [1.8199, -3.2622, -1.6560], [-0.2587, -4.3636, -1.7627], [0.2632, -3.0066, 0.0867]], "forces_ev_per_angstrom": [[0.126, 0.478, 0.322], [-0.001, -0.056, -0.067], [-0.127, 0.029, 0.151], [0.001, 0.048, -0.039], [0.127, -0.059, -0.039], [0.009, 0.038, 0.003], [-0.052, -0.024, 0.117], [-0.055, 0.059, -0.227], [0.010, -0.016, 0.019], [-0.013, 0.057, 0.072], [-0.175, 0.113, 0.086], [0.089, -0.132, -0.083], [0.198, 0.130, -0.032], [-0.009, -0.001, 0.018], [0.001, -0.001, -0.061], [0.032, -0.021, -0.022], [0.039, -0.094, 0.049], [0.140, 0.018, 0.086], [0.095, 0.117, -0.052], [-0.182, 0.022, -0.064], [0.044, -0.019, 0.094], [0.172, 0.002, 0.085], [-0.283, -0.267, -0.109], [-0.058, 0.145, -0.015], [-0.046, -0.235, -0.057], [0.004, 0.044, -0.049], [-0.021, 0.007, 0.007], [-0.007, 0.009, 0.005], [-0.015, -0.001, 0.008], [0.000, -0.007, 0.013], [-0.089, 0.028, 0.040], [0.087, 0.139, 0.002], [-0.179, 0.359, -0.132], [-0.065, -0.910, -0.524], [0.343, 0.011, -0.091], [-0.053, -0.133, -0.017], [-0.086, 0.123, 0.500]]}


Question: Number 5 is which compound?
Answer: C5H34NO12